Formula: C18H62N22O12
Source: the Open Molecules 2025 dataset
Level of theory: ωB97M-V/def2-TZVPD

Geometry (Å):
O: -0.105 -3.835 -1.168
O: 2.205 -0.562 -4.848
O: 2.993 -0.877 2.236
O: 0.532 -0.410 4.898
O: -0.291 3.277 -0.891
O: -0.535 0.095 -1.084
O: -3.075 0.487 -4.909
O: 3.842 2.616 -3.449
O: -1.358 -4.492 2.238
O: -5.227 0.954 -0.954
O: -0.416 5.177 3.561
O: 5.337 2.419 2.599
N: -2.137 2.193 -1.557
N: 0.726 3.971 1.965
N: -4.406 -1.395 0.328
N: -0.247 -5.863 -0.548
N: 5.119 -1.278 2.383
N: 2.066 -2.760 -4.835
N: -1.623 1.849 -5.894
N: 1.985 1.745 -2.587
N: 2.590 3.797 -2.020
N: -1.263 4.906 1.540
N: -0.571 -2.299 4.909
N: -3.511 -3.803 2.325
N: -2.127 4.395 -1.541
N: -2.255 -3.096 0.745
N: 0.957 0.597 0.515
N: -1.194 0.740 -3.943
N: 0.079 -1.487 3.002
N: -0.260 -5.498 -2.666
N: 3.902 -2.949 2.512
N: 1.083 -1.648 -3.279
N: 1.939 2.513 4.088
N: 0.723 -1.495 0.055
C: -6.397 1.777 -1.268
C: -0.126 -4.988 -1.430
C: -0.303 4.700 2.453
C: 3.904 -1.633 2.348
C: 3.889 2.299 2.570
C: -3.687 -2.383 -1.812
C: -1.416 3.278 -1.356
C: 3.340 2.298 4.107
C: -4.075 -1.087 -1.061
C: 0.318 -0.254 -0.286
C: 3.558 0.996 4.825
C: 5.875 2.425 1.333
C: -1.969 0.987 -4.951
C: -2.318 -3.861 1.759
C: 1.878 -1.552 -4.314
C: 2.849 2.744 -2.743
C: 0.029 -1.305 4.265
C: -5.212 -0.338 -1.713
H: -4.094 -3.280 -1.345
H: 1.948 -3.498 -4.156
H: -1.357 -3.073 0.284
H: -1.593 1.348 -1.454
H: 2.851 4.696 -2.398
H: 2.282 0.839 -2.921
H: -0.230 1.041 -3.966
H: -0.367 -6.474 -2.902
H: -0.876 -3.125 4.414
H: -0.791 2.416 -5.973
H: -6.112 -0.950 -1.757
H: 2.594 -2.765 -5.696
H: 6.957 2.426 1.467
H: -3.940 -2.251 -2.864
H: 5.871 -1.925 2.569
H: -0.754 -2.111 5.884
H: 3.049 -3.445 2.296
H: -7.168 1.200 -1.777
H: 3.265 1.152 5.863
H: 1.359 3.608 2.664
H: -3.146 2.155 -1.556
H: 5.587 3.290 0.735
H: 0.661 -0.871 2.453
H: 0.675 -0.771 -2.988
H: -4.648 -0.540 0.809
H: -1.456 5.082 -1.227
H: 1.633 3.720 -1.704
H: -5.336 -1.787 0.299
H: -0.649 -6.749 -0.819
H: 3.678 3.212 4.596
H: 1.693 2.910 4.983
H: -3.092 4.529 -1.805
H: -1.514 0.364 -3.062
H: 0.730 1.581 0.533
H: -3.697 -4.282 3.194
H: 3.516 1.424 2.038
H: -0.321 -5.384 0.337
H: -2.013 5.505 1.855
H: 0.833 -2.479 -2.762
H: 5.461 -0.335 2.265
H: 1.451 1.632 4.154
H: -6.006 2.638 -1.810
H: 1.663 0.305 1.176
H: -0.479 -4.773 -3.334
H: -0.347 -2.276 2.537
H: 4.608 0.731 4.706
H: 1.108 1.909 -2.114
H: 2.973 0.189 4.384
H: 0.341 -2.235 -0.517
H: 3.508 3.216 2.120
H: 5.707 1.464 0.848
H: -2.602 -2.444 -1.736
H: -3.216 -0.423 -0.961
H: -7.015 2.230 -0.493
H: 0.597 3.641 1.019
H: -2.292 2.034 -6.627
H: -2.884 -2.306 0.704
H: 4.700 -3.516 2.759
H: -4.276 -3.388 1.813
H: -4.875 0.074 -2.665
H: 1.566 -1.706 0.568
H: -1.332 4.515 0.612

* net charge: 0
* energy above the lowest of the compared OMol25 structures with the same formula, charge and spin: 107.15 kcal per mole
* LUMO level: 0.01 eV
* E_HOMO: -8.4911 eV

***

Formula: C48H36N4O7PbS2
Source: the Open Molecules 2025 dataset
Level of theory: ωB97M-V/def2-TZVPD

Geometry (Å):
Pb: 0.002 -0.043 1.619
S: 0.220 -0.550 4.747
S: -0.209 -2.216 3.556
O: -6.403 6.497 -0.027
O: 6.317 -6.493 0.352
O: -6.231 -6.576 0.171
O: 0.357 -0.975 6.134
O: 1.466 0.001 4.173
O: 6.423 6.478 -0.176
O: -0.896 0.384 4.519
N: 2.076 0.047 0.117
N: -0.010 2.116 0.013
N: 0.018 -2.007 0.108
N: -2.070 0.018 0.083
C: 4.110 3.963 1.031
C: -5.460 5.499 -0.104
C: -2.868 1.116 -0.003
C: -7.169 6.743 -1.182
C: 5.088 4.939 0.988
C: -5.198 4.764 -1.251
C: 2.886 -1.028 0.036
C: -3.494 3.502 -0.066
C: -7.061 -6.831 -0.936
C: 1.117 -2.791 0.002
C: 2.449 -2.365 0.043
C: -4.746 5.243 1.062
C: -5.185 -4.769 -1.092
C: 3.460 3.538 -0.129
C: 2.406 2.478 -0.063
C: 5.440 5.518 -0.227
C: -0.637 -4.180 -0.240
C: 7.163 -6.760 -0.739
C: 1.069 2.917 -0.087
C: -2.864 -1.068 -0.001
C: 0.711 -4.171 -0.219
C: -2.406 -2.400 -0.012
C: -0.707 4.290 -0.227
C: 3.488 -3.435 0.079
C: -4.235 -3.749 -1.106
C: -2.436 2.446 -0.030
C: 6.772 7.099 -1.389
C: 4.304 -3.715 -1.005
C: -4.253 -0.657 -0.108
C: -4.215 3.775 -1.217
C: -3.778 4.257 1.075
C: 4.243 0.755 -0.159
C: 0.647 4.300 -0.239
C: -1.069 -2.806 -0.031
C: 3.649 -4.204 1.236
C: 2.852 1.155 -0.016
C: 4.808 5.112 -1.394
C: 5.406 -5.473 0.200
C: 4.594 -5.211 1.299
C: -1.106 2.900 -0.064
C: -4.535 -5.294 1.164
C: -4.255 0.696 -0.109
C: -3.433 -3.483 -0.008
C: -3.601 -4.275 1.132
C: 3.825 4.126 -1.329
C: -5.331 -5.543 0.050
C: 4.266 -0.596 -0.119
C: 5.265 -4.725 -0.960
H: -7.680 -5.963 -1.185
H: -5.106 -1.315 -0.170
H: 1.298 5.155 -0.342
H: -7.727 5.853 -1.490
H: 3.017 -3.992 2.092
H: -5.735 4.944 -2.172
H: -1.286 -5.027 -0.401
H: 5.915 7.607 -1.843
H: 5.592 5.268 1.888
H: -4.967 5.823 1.949
H: -4.114 -3.147 -2.000
H: -3.226 4.052 1.985
H: 3.330 3.806 -2.239
H: 6.597 -7.072 -1.623
H: 1.379 -5.008 -0.356
H: -6.545 7.074 -2.018
H: -4.006 3.201 -2.112
H: 7.177 6.380 -2.109
H: 5.879 -4.912 -1.830
H: 3.837 3.511 1.977
H: -5.111 1.349 -0.171
H: 4.187 -3.134 -1.912
H: 7.538 7.833 -1.149
H: -2.983 -4.074 2.000
H: -4.666 -5.905 2.048
H: 4.720 -5.803 2.197
H: -5.787 -4.944 -1.973
H: -6.480 -7.115 -1.820
H: -7.869 7.534 -0.923
H: 5.127 -1.241 -0.191
H: 5.082 1.422 -0.278
H: -1.372 5.135 -0.321
H: 7.772 -5.889 -1.000
H: 5.064 5.543 -2.352
H: 7.816 -7.573 -0.428
H: -7.705 -7.661 -0.651

* net charge: -2
* LUMO level: 3.53 eV
* E_HOMO: -1.4532 eV

***

Formula: C38H68BCl4O29
Source: the Open Molecules 2025 dataset
Level of theory: ωB97M-V/def2-TZVPD

Geometry (Å):
Cl: 3.045 -13.532 -3.462
Cl: 1.860 -14.129 -6.099
Cl: 6.491 -0.700 -1.244
Cl: 8.724 -2.514 -0.533
O: 5.214 -3.794 -8.814
O: 5.303 -8.990 3.717
O: -0.490 -5.323 -3.654
O: -0.823 -3.492 -2.299
O: -3.596 6.906 8.331
O: -4.007 6.560 -0.910
O: 3.686 11.203 -1.775
O: -2.968 6.757 -2.979
O: -3.924 4.766 -2.364
O: -8.632 -6.653 -1.904
O: -1.480 7.347 9.125
O: 0.424 -1.509 -1.415
O: 1.503 10.398 -1.737
O: -2.790 -2.300 9.080
O: -1.038 -2.687 0.086
O: 4.407 -2.977 -6.883
O: 3.355 5.999 -9.428
O: 2.746 7.154 -7.596
O: -8.782 -5.046 -0.239
O: -3.339 8.508 9.893
O: 0.883 -3.900 -0.700
O: 3.521 4.988 -7.401
O: -4.830 -3.117 9.608
O: 0.094 0.596 -0.534
O: 4.090 -7.608 5.006
O: 3.119 9.474 -0.504
O: 4.079 -9.863 5.222
O: -1.798 -0.895 1.208
O: 1.673 -5.847 -1.653
C: -3.162 5.698 7.624
C: 7.351 -2.191 -1.661
C: 0.906 -4.868 -1.586
C: -5.088 9.639 10.978
C: -3.857 -2.528 9.875
C: -0.260 -4.607 -2.667
C: 4.406 5.447 -11.525
C: 6.997 -8.635 2.119
C: -8.247 -5.982 -0.811
C: -4.730 8.829 9.757
C: -4.809 5.813 -0.018
C: 4.899 -3.949 -7.619
C: 5.116 10.988 -1.431
C: -9.628 -6.109 -2.725
C: 5.196 -5.248 -6.848
C: -0.131 -0.607 -0.593
C: -1.111 -1.383 0.352
C: 2.668 10.322 -1.380
C: -9.836 -6.974 -3.872
C: -3.403 4.117 -3.484
C: 4.062 -1.702 -7.425
C: 3.499 5.055 -5.969
C: 2.260 8.616 0.243
C: -2.692 7.548 9.139
C: 3.256 -9.914 6.396
C: 5.905 -7.967 2.927
C: 1.561 -13.395 -4.538
C: -6.917 -6.587 -0.269
C: 2.974 7.975 1.478
C: -2.099 -4.337 7.914
C: -3.562 6.065 -2.151
C: -3.757 -1.854 11.256
C: 4.396 -8.736 4.649
C: -2.737 -2.926 7.777
C: -4.858 6.743 1.196
C: 2.610 -1.818 -7.532
C: 3.184 6.126 -8.058
C: 4.302 5.138 -10.042
B: -0.168 -2.919 -1.115
H: 5.167 10.701 -0.381
H: -5.486 7.615 1.012
H: -2.628 -5.011 8.588
H: -6.607 -6.016 0.606
H: 5.485 10.319 -2.208
H: -3.759 3.089 -3.553
H: 2.458 -2.687 -8.173
H: 6.235 -7.133 3.545
H: -10.374 -6.460 -4.669
H: 7.478 -7.904 1.470
H: -5.244 9.027 11.867
H: -5.332 6.171 1.993
H: -3.813 4.578 -4.383
H: -9.419 -5.202 -3.292
H: 5.699 -5.069 -5.898
H: -4.731 -1.799 11.742
H: 2.479 4.825 -5.660
H: 2.094 -2.016 -6.593
H: 5.811 -5.878 -7.490
H: -3.692 -2.937 7.252
H: -6.033 10.150 10.794
H: -5.422 7.989 9.699
H: -2.518 5.907 6.770
H: 2.292 -10.389 6.212
H: -4.860 9.369 8.819
H: -2.331 3.919 -3.496
H: 3.827 5.976 -5.487
H: 3.457 5.197 -12.001
H: -4.439 4.801 0.144
H: 1.441 -12.341 -4.786
H: -2.689 5.003 8.317
H: 5.274 5.186 -9.550
H: 2.350 7.369 2.135
H: -7.071 -7.650 -0.079
H: 7.702 -2.117 -2.690
H: -10.630 -6.074 -2.298
H: 3.715 -10.536 7.164
H: 0.718 -14.001 -4.206
H: 1.997 7.812 -0.444
H: 2.121 -0.978 -8.025
H: -2.015 -2.314 7.236
H: -3.883 7.042 1.580
H: 7.789 -9.090 2.713
H: -10.392 -7.874 -3.610
H: 5.189 4.750 -11.821
H: 3.978 4.101 -9.956
H: -8.915 -7.485 -4.154
H: -1.118 -4.272 8.385
H: 4.259 -5.785 -6.703
H: -4.348 10.416 11.167
H: -5.832 5.657 -0.362
H: 5.585 11.957 -1.605
H: 1.354 9.186 0.450
H: 4.330 -0.969 -6.665
H: 6.567 -9.417 1.491
H: 3.061 -8.967 6.899
H: 3.772 7.298 1.173
H: -3.508 -0.795 11.188
H: -4.050 5.168 7.279
H: -2.972 -2.280 11.881
H: 5.150 -7.467 2.321
H: 4.662 6.474 -11.785
H: -2.048 -4.895 6.979
H: 4.508 -1.458 -8.390
H: 6.694 -3.060 -1.651
H: 3.983 4.223 -5.458
H: 3.409 8.726 2.139
H: -6.151 -6.340 -1.004

* net charge: -1
* energy above the lowest of the compared OMol25 structures with the same formula, charge and spin: 120.87 kcal per mole
* LUMO level: 1.66 eV
* E_HOMO: -7.3494 eV

***

Formula: C40H35BrF5N5O4PbS2Te
Source: the Open Molecules 2025 dataset
Level of theory: ωB97M-V/def2-TZVPD

Geometry (Å):
Pb: -0.254 0.092 0.546
Te: -3.800 -2.586 -2.103
Br: -3.967 -6.147 -0.437
S: -0.445 4.872 2.898
S: 0.646 2.190 2.124
F: -5.101 -1.262 -2.484
F: -2.524 -3.908 -2.598
F: -5.058 -2.951 -0.745
F: -3.250 -1.960 -3.823
F: -4.909 -3.789 -3.023
O: -0.609 -1.828 2.004
O: -2.678 -1.560 -1.165
O: -0.578 -0.400 -2.397
O: -2.154 0.666 1.668
N: 2.937 -0.680 1.221
N: 2.389 1.245 -1.414
N: 1.341 -2.573 0.186
N: -1.347 2.785 -0.274
N: -1.385 3.567 0.864
C: -2.583 1.854 -2.097
C: 0.017 -1.164 -3.421
C: 3.662 0.304 1.675
C: 0.837 8.348 -0.230
C: -3.328 1.137 1.383
C: 5.550 -0.263 0.330
C: -4.440 0.833 2.202
C: 1.036 6.278 1.006
C: 3.220 -3.428 -1.162
C: -2.978 -4.589 0.112
C: 2.734 2.435 -0.937
C: 1.193 -0.361 -3.944
C: 0.774 6.252 -1.395
C: -3.460 -3.875 1.230
C: 0.590 -3.601 0.058
C: 3.483 -1.515 0.296
C: 4.805 -1.357 -0.173
C: 2.466 -0.496 -3.078
C: -4.866 2.390 -0.045
C: -2.663 -2.975 1.873
C: -3.578 1.958 0.248
C: 2.666 -2.575 -0.232
C: -0.507 3.448 1.779
C: -5.935 2.095 0.784
C: 2.941 0.828 -2.555
C: -2.444 2.233 -0.655
C: 4.224 2.844 -2.745
C: 0.981 7.668 0.972
C: 3.637 3.281 -1.567
C: -5.702 1.309 1.912
C: 0.935 5.577 -0.195
C: 4.550 -3.276 -1.599
C: -0.791 -3.634 0.464
C: 1.147 5.542 2.310
C: 4.986 0.566 1.251
C: 5.332 -2.260 -1.128
C: 0.729 7.639 -1.419
C: -1.623 -4.589 -0.123
C: -1.315 -2.734 1.460
C: 3.878 1.598 -3.242
H: -5.025 2.995 -0.932
H: 4.321 1.216 -4.154
H: 0.673 5.684 -2.311
H: 2.251 -1.133 -2.224
H: 3.190 0.955 2.405
H: -3.062 0.883 -2.218
H: 4.936 3.469 -3.274
H: -1.210 -5.291 -0.839
H: 0.343 -2.145 -3.043
H: 1.499 6.204 3.102
H: 0.956 4.495 -0.191
H: 6.347 -2.122 -1.481
H: 0.601 8.165 -2.357
H: 6.556 -0.095 -0.040
H: 1.821 4.687 2.233
H: 4.945 -3.968 -2.333
H: 0.801 9.431 -0.237
H: -0.699 -1.361 -4.227
H: 0.968 -4.546 -0.364
H: -6.929 2.459 0.555
H: -3.232 2.601 -2.569
H: 3.268 -0.964 -3.653
H: -4.485 -4.027 1.542
H: 1.044 8.223 1.902
H: 1.402 -0.670 -4.972
H: -1.615 1.860 -2.592
H: -6.529 1.049 2.566
H: 2.256 2.719 -0.003
H: 5.516 1.426 1.639
H: 3.855 4.254 -1.146
H: 2.612 -4.210 -1.598
H: 0.879 0.685 -3.982
H: -4.260 0.207 3.067
H: -3.041 -2.354 2.675
H: -1.384 -0.872 -2.087

* net charge: -2
* energy above the lowest of the compared OMol25 structures with the same formula, charge and spin: 8.74 kcal per mole
* LUMO level: 3.84 eV
* E_HOMO: -2.2577 eV

***

Formula: BH3OS
Source: the Open Molecules 2025 dataset
Level of theory: ωB97M-V/def2-TZVPD

Geometry (Å):
S: 1.120 -0.618 -0.234
O: -1.772 -1.031 -0.087
B: 0.678 1.074 -0.067
H: 2.330 -0.468 0.338
H: 0.330 2.175 -0.109
H: -2.686 -1.133 0.159

* net charge: 0
* energy above the lowest of the compared OMol25 structures with the same formula, charge and spin: 145.81 kcal per mole
* LUMO level (spin up / spin down): -0.13 / -1.77 eV
* E_HOMO (spin up / spin down): -10.6962 / -6.9020 eV

***

Formula: C3H9NO3
Source: the Open Molecules 2025 dataset
Level of theory: ωB97M-V/def2-TZVPD

Geometry (Å):
O: 0.522 0.832 -2.300
O: -2.586 -0.494 0.100
O: 2.361 2.027 1.313
N: 0.165 -1.327 0.668
C: -1.358 0.184 -0.282
C: 0.823 -0.010 -1.440
C: -0.251 -0.811 -0.656
H: -3.184 0.215 0.207
H: -0.867 0.888 0.517
H: 0.666 -2.230 0.632
H: 3.166 1.630 1.719
H: 1.778 -0.241 -1.006
H: 1.569 1.522 1.638
H: -0.554 -1.687 -1.230
H: -0.652 -1.509 1.252
H: -1.599 1.010 -1.133

* net charge: 0
* energy above the lowest of the compared OMol25 structures with the same formula, charge and spin: 63.04 kcal per mole
* LUMO level: 0.71 eV
* E_HOMO: -9.6904 eV

***

| no. | calculated total energy (eV) |
| --- | --- |
| 1 | -77030.149 |
| 2 | -97572.828 |
| 3 | -150657.397 |
| 4 | -175533.306 |
| 5 | -13602.791 |
| 6 | -10887.848 |